Entry from the Open Molecules 2025 dataset: a cluster of 10 separate species, C18H56O10 in total in a non-equilibrium geometry (wB97M-V/def2-TZVPD).

```
! RIJCOSX wB97M-V def2-TZVPD def2/J DEFGRID3
* xyz 0 1
C 1.5739 4.3139 0.5000
C 1.6676 3.4193 1.7098
O 2.3859 2.2040 1.3404
H 1.0520 3.8563 -0.3485
H 2.5912 4.4338 0.0538
H 1.1817 5.3028 0.7906
H 0.6962 3.1231 2.0309
H 2.0729 4.0242 2.5192
H 2.3443 1.6230 2.1112
C 2.2873 -3.1849 -5.7649
C 0.7927 -3.0319 -5.9214
O 0.3681 -4.0961 -6.7487
H 2.5573 -2.2698 -5.2235
H 2.7956 -3.1102 -6.8215
H 2.6788 -4.0255 -5.1773
H 0.5430 -1.9818 -6.2826
H 0.2955 -3.1793 -4.9199
H -0.6375 -4.1207 -6.7143
C -6.5747 -2.3392 1.4444
C -5.2605 -1.7184 1.8645
O -4.6478 -2.6744 2.7063
H -6.9661 -1.7652 0.5953
H -7.1791 -2.3467 2.3286
H -6.5009 -3.3609 1.0866
H -5.3700 -0.6709 2.2816
H -4.5664 -1.4469 1.0594
H -3.7495 -2.3183 2.8762
C 5.5462 1.2556 -0.7262
C 4.1657 0.8066 -1.4425
O 3.1365 0.4433 -0.5194
H 5.3176 2.0205 0.0029
H 6.1678 1.6377 -1.5081
H 6.0314 0.4214 -0.1637
H 4.4230 -0.0903 -2.0705
H 3.8552 1.6072 -2.1792
H 2.9695 1.1325 0.1591
C 2.9499 -4.0116 -0.1537
C 2.8840 -2.8331 -1.1479
O 2.2907 -3.2336 -2.4222
H 3.3749 -4.8770 -0.7174
H 1.8877 -4.1833 0.2493
H 3.5495 -3.8037 0.7358
H 3.9041 -2.5510 -1.3655
H 2.3459 -2.0105 -0.7037
H 1.3417 -3.4551 -2.2900
C 3.1261 -0.7774 3.4142
C 2.9350 0.2310 4.5720
O 2.1608 1.2404 3.9863
H 2.1797 -1.0873 3.0414
H 3.7891 -1.4788 3.8046
H 3.6428 -0.2230 2.5916
H 3.8630 0.6926 4.8584
H 2.4284 -0.3038 5.4009
H 1.6187 1.7051 4.6114
C -2.9134 2.5274 3.9815
C -2.7226 1.1305 3.4323
O -2.5775 0.9855 2.0755
H -2.0094 3.0996 3.7064
H -2.9588 2.4538 5.0711
H -3.8463 2.8997 3.5250
H -3.5882 0.5936 3.7316
H -1.8804 0.7026 3.9960
H -2.9078 1.7743 1.5850
C -0.5770 -0.8016 -0.4505
C -0.1063 -0.3241 -1.8683
O 0.7035 0.8511 -1.8242
H -1.1928 -0.0756 -0.0103
H 0.3336 -1.0441 0.0248
H -1.1306 -1.7537 -0.5112
H -1.0068 -0.0607 -2.4019
H 0.5017 -1.0887 -2.3658
H 1.6226 0.6958 -1.4161
C -4.6870 0.9749 -0.7830
C -4.5650 2.4579 -0.7842
O -3.4530 2.8326 0.0363
H -5.6347 0.6461 -1.2176
H -4.6506 0.6749 0.2630
H -3.8562 0.5148 -1.3081
H -5.3788 3.0571 -0.3440
H -4.3842 2.8937 -1.8495
H -2.6907 2.7402 -0.5204
O -1.1838 2.7558 -2.1840
H -1.1298 2.6241 -3.1947
H -0.4462 2.3287 -1.7894
*
```

Properties
DFT total energy	-40045.7861	eV
SMILES	CCO.CCO.CCO.CCO.CCO.CCO.CCO.CCO.CCO.O
E_HOMO	-9.898	eV
HOMO-LUMO gap	10.22	eV
LUMO level	0.0120	hartree
M	432.64	g/mol